# 1
47
Properties=species:S:1:pos:R:3 method="wB97M-V/def2-TZVPD" energy_ev=-90697.4217 homo_lumo_gap_ev="6.68 / 7.16" charge=+1 de_lowest_kcal_mol=0.0 multiplicity=5 homo_energy_ev="-9.43 / -11.14" lumo_energy_ev="-2.75 / -3.98"
Mn -1.546 0.824 -0.114
Cl -2.433 -1.079 -0.793
Cl -3.892 -3.356 0.258
O 0.173 -2.059 0.558
O 1.589 -1.661 -1.207
O 0.493 0.232 -0.059
O 3.209 3.423 -0.318
N -0.596 2.383 0.376
N -3.108 2.052 0.023
N 0.770 2.432 0.475
C 2.784 1.123 0.320
C 5.018 1.978 -0.003
C 5.542 0.757 0.363
C 0.910 -5.588 -0.248
C 1.765 -5.342 -1.318
C -2.717 3.290 0.498
C 3.345 -0.095 0.732
C -4.991 4.054 0.473
C -3.672 4.291 0.744
C 4.705 -0.287 0.760
C 3.642 2.189 0.003
C -4.412 1.866 -0.274
C 0.310 -4.546 0.462
C -4.047 -1.688 -0.189
C 2.065 -4.044 -1.729
C 1.340 1.326 0.262
C -1.331 3.459 0.682
C -5.374 2.812 -0.070
C 1.466 -3.037 -1.018
C 0.615 -3.278 0.039
B 0.812 -1.127 -0.223
H 6.616 0.617 0.363
H 2.707 -0.897 1.087
H 5.117 -1.229 1.098
H -0.352 -4.724 1.300
H -5.735 4.818 0.660
H 2.258 3.483 -0.129
H 2.211 -6.176 -1.843
H 0.708 -6.609 0.046
H -0.869 4.370 1.039
H -4.318 -1.095 0.673
H -6.401 2.600 -0.332
H -4.673 0.916 -0.714
H -3.338 5.243 1.137
H -4.747 -1.590 -1.008
H 2.729 -3.838 -2.558
H 5.654 2.809 -0.280


# 2
35
Properties=species:S:1:pos:R:3 method="wB97M-V/def2-TZVPD" energy_ev=-19331.5537 smiles="C/C=C/CNC.O.O.O.O.O.O" homo_lumo_gap_ev=8.52 charge=0 de_lowest_kcal_mol=52.7 homo_energy_ev=-8.30 lumo_energy_ev=0.23
O -1.349 3.251 1.857
O 1.699 0.854 3.460
O -1.060 -2.941 -0.067
O -0.319 3.870 -0.768
O 1.089 0.479 -3.684
O -1.034 -2.594 2.762
N 1.700 -1.640 -0.250
C -1.026 0.625 -0.018
C -2.522 0.652 -0.035
C 1.250 -0.266 -0.322
C -0.246 -0.255 -0.640
C 2.353 -2.109 -1.436
H 1.601 0.905 2.513
H 0.186 0.544 -3.380
H 3.335 -1.652 -1.597
H -1.098 3.705 -1.300
H -1.281 -1.669 2.592
H 1.700 0.747 -3.001
H 0.459 3.866 -1.328
H 1.825 0.265 -1.079
H 1.055 -2.253 0.205
H -0.291 -2.524 2.138
H -2.836 0.131 0.871
H -0.730 3.917 2.167
H -0.636 -1.109 -1.165
H 0.955 0.372 3.828
H -2.987 -0.001 -0.777
H 1.833 -1.923 -2.387
H -1.300 -3.298 0.795
H 2.575 -3.170 -1.324
H -0.564 1.393 0.594
H -1.556 3.451 0.940
H 1.450 0.298 0.594
H -2.968 1.641 0.011
H -1.264 -3.562 -0.770


# 3
17
Properties=species:S:1:pos:R:3 method="wB97M-V/def2-TZVPD" energy_ev=-38371.8334 homo_lumo_gap_ev="7.04 / 6.89" charge=-1 de_lowest_kcal_mol=7.5 homo_energy_ev="-4.07 / -3.98" lumo_energy_ev="2.97 / 2.90"
S -1.682 -1.792 -2.301
S 0.047 2.657 -0.503
Si 1.467 0.605 1.426
O -1.010 -2.076 1.006
O 0.877 -0.982 1.489
N 0.222 1.573 0.565
C -0.089 -1.296 0.735
C -1.587 -0.376 -1.138
C -0.285 -0.445 -0.455
H -2.484 -0.467 -0.624
H 1.213 3.032 -1.108
H -1.292 -2.598 -1.315
H -1.803 0.497 -1.864
H 0.789 1.203 2.589
H 0.610 -0.139 -1.004
H 2.596 0.125 2.232
H 2.413 0.479 0.269


# 4
14
Properties=species:S:1:pos:R:3 method="wB97M-V/def2-TZVPD" energy_ev=-9742.1625 smiles="O=C1NCCNN1" homo_lumo_gap_ev=10.16 charge=0 de_lowest_kcal_mol=20.1 homo_energy_ev=-9.36 lumo_energy_ev=0.80
O -2.744 -0.048 0.180
N 0.537 -1.379 -0.242
N -0.864 -1.294 -0.151
N -0.781 1.025 -0.242
C 0.674 1.080 -0.112
C -1.543 -0.096 -0.032
C 1.171 -0.256 0.436
H 1.146 1.267 -1.089
H 0.787 -1.360 -1.224
H 2.250 -0.340 0.274
H -1.298 -2.061 0.352
H -1.296 1.882 -0.198
H 0.985 1.907 0.531
H 0.978 -0.327 1.517


# 5
72
Properties=species:S:1:pos:R:3 method="wB97M-V/def2-TZVPD" energy_ev=-47438.3617 homo_lumo_gap_ev=7.31 charge=+1 homo_energy_ev=-10.93 lumo_energy_ev=-3.62
F 1.112 -0.482 -5.356
F -4.966 3.200 -2.085
F 4.334 -3.100 3.015
O 0.612 -0.173 -0.010
O -5.136 -3.092 3.213
N -2.312 -0.333 2.449
N -3.809 3.356 2.822
N -1.520 2.102 1.907
N 0.751 3.263 1.779
C 1.614 1.267 -6.856
C 2.768 3.223 -6.034
C -5.848 -0.689 2.480
C 7.481 -5.372 1.651
C 6.138 -4.546 3.480
C -1.819 0.928 -3.449
C 5.359 -3.839 2.571
C -3.162 1.754 -1.620
C -0.719 3.291 1.423
C -2.932 2.159 2.523
C 2.613 -1.103 2.088
C 6.697 -4.654 0.745
C 2.807 2.668 -4.753
C 7.201 -5.321 3.017
C 1.652 0.724 -5.577
C -3.941 2.461 -2.529
C -4.828 0.055 3.526
C 5.627 -3.888 1.207
C -5.365 -2.211 2.039
C -2.099 0.979 -2.083
C 2.171 2.526 -7.085
C -1.246 0.614 1.915
C 2.241 1.414 -4.522
C 1.029 -0.932 2.537
C -2.603 1.646 -4.355
C -3.673 2.412 -3.893
C -3.433 0.607 2.865
B 0.122 -0.126 1.382
H 2.854 -2.242 1.890
H -4.444 -2.193 1.311
H -0.987 0.327 -3.811
H 1.032 -0.206 3.477
H -5.415 0.928 4.039
H 2.911 -0.394 1.206
H 1.201 4.213 1.705
H 6.920 -4.693 -0.319
H -4.298 2.969 -4.583
H 0.889 -1.130 -0.173
H -6.021 -0.001 1.548
H -4.775 -3.985 2.876
H -3.168 4.143 3.138
H 5.002 -3.331 0.517
H 0.574 -1.986 2.812
H -3.389 1.813 -0.560
H -0.876 3.501 0.265
H -2.380 1.607 -5.419
H 5.911 -4.487 4.540
H 3.206 4.203 -6.212
H 8.313 -5.973 1.289
H -1.490 0.417 -1.380
H 3.277 3.211 -3.937
H 7.810 -5.883 3.720
H -6.901 -0.820 3.008
H -6.295 -2.683 1.461
H 1.202 2.714 0.986
H 3.261 -0.783 3.024
H 1.154 0.707 -7.663
H -2.243 -1.375 2.475
H -1.175 4.248 1.972
H 2.138 2.962 -8.080
H -4.519 -0.743 4.346
H 2.254 0.970 -3.532
H -4.449 3.184 3.635


# 6
22
Properties=species:S:1:pos:R:3 method="wB97M-V/def2-TZVPD" energy_ev=-10986.3317 smiles=CCNC.O.O.O homo_lumo_gap_ev=10.32 charge=0 de_lowest_kcal_mol=29.5 homo_energy_ev=-9.67 lumo_energy_ev=0.66
O 4.259 1.246 0.825
O 1.762 1.212 -0.409
O -0.717 1.519 -1.347
N -1.485 -1.010 -0.479
C -1.515 -1.136 0.985
C -2.624 -1.525 -1.221
C -0.238 -0.815 1.698
H -2.340 -0.465 1.271
H -1.183 0.652 -1.215
H -2.819 -2.552 -0.838
H -1.271 2.154 -0.889
H 0.648 -1.352 1.332
H 0.922 1.402 -0.882
H -3.557 -0.999 -1.075
H -1.804 -2.160 1.273
H 2.030 1.786 0.301
H 3.590 1.466 0.163
H -0.700 -1.603 -0.743
H -2.327 -1.684 -2.255
H -0.386 -1.118 2.742
H 3.859 0.510 1.298
H -0.278 0.277 1.603


# 7
10
Properties=species:S:1:pos:R:3 method="wB97M-V/def2-TZVPD" energy_ev=-12021.0175 homo_lumo_gap_ev="7.55 / 7.59" charge=0 de_lowest_kcal_mol=105.8 homo_energy_ev="-8.95 / -8.98" lumo_energy_ev="-1.40 / -1.39"
F 2.142 -1.460 -0.896
F -0.203 1.705 -1.004
N 0.245 1.196 0.281
N 0.023 -1.353 -0.067
N -0.860 -0.997 0.642
C -0.775 0.537 0.956
C 0.967 -0.850 -0.848
H -1.838 1.013 0.924
H -0.486 0.611 1.932
H 0.785 -0.403 -1.920


# 8
8
Properties=species:S:1:pos:R:3 method="wB97M-V/def2-TZVPD" energy_ev=-18624.0466 homo_lumo_gap_ev=10.50 charge=0 de_lowest_kcal_mol=76.9 homo_energy_ev=-9.96 lumo_energy_ev=0.54
S -1.017 2.435 -0.671
F -0.448 0.729 2.186
O 0.057 1.445 0.028
N 0.264 -0.632 0.408
N -0.579 0.320 0.585
H 1.141 -0.350 0.096
H -1.014 1.719 -1.905
H 0.108 -1.466 0.991


# 9
36
Properties=species:S:1:pos:R:3 method="wB97M-V/def2-TZVPD" energy_ev=-23991.0907 homo_lumo_gap_ev=3.24 charge=-1 de_lowest_kcal_mol=260.0 homo_energy_ev=-0.94 lumo_energy_ev=2.29
O -4.628 -1.862 0.032
O -3.585 -1.668 -0.752
O 3.552 0.150 -0.552
O -0.622 -1.338 -0.128
O 5.313 -1.149 0.111
O -0.239 1.111 0.268
C 4.775 -0.433 -0.717
C -4.111 0.929 1.146
C -2.514 1.249 1.335
C 3.188 0.825 -1.755
C -4.514 -0.354 2.127
C 4.486 1.081 -2.475
C 1.271 -0.819 1.500
C 5.328 -0.102 -2.070
C 0.059 -0.316 0.462
C -4.085 -1.789 1.425
C -1.656 1.347 -0.061
H 2.665 1.755 -1.514
H -3.869 -0.299 3.113
H 6.387 0.161 -2.010
H -2.909 -1.829 1.458
H -1.772 2.475 -0.437
H -2.061 0.484 2.127
H -4.456 0.789 0.033
H 4.944 2.004 -2.098
H 4.365 1.183 -3.557
H -2.062 0.682 -0.939
H 1.550 -0.003 2.293
H -4.709 1.850 1.577
H -4.554 -2.715 1.991
H -2.437 2.316 1.854
H 0.802 -1.759 2.064
H -3.810 -1.939 -1.698
H 2.214 -1.237 0.915
H 2.516 0.178 -2.328
H 5.177 -0.956 -2.737


# 10
17
Properties=species:S:1:pos:R:3 method="wB97M-V/def2-TZVPD" energy_ev=-9337.3548 smiles="NCCCC(N)=O" homo_lumo_gap_ev=9.73 charge=0 de_lowest_kcal_mol=37.6 homo_energy_ev=-8.96 lumo_energy_ev=0.76
O 1.122 -0.533 -1.377
N 0.425 -1.763 1.458
N -0.257 0.682 -2.746
C -0.769 0.401 -0.366
C 0.136 0.146 -1.570
C 0.470 -0.333 1.880
C 0.196 0.732 0.765
H -0.110 1.785 1.231
H -0.376 -0.172 2.621
H -1.547 1.158 -0.315
H 1.368 -0.158 2.449
H 0.350 0.551 -3.557
H -1.208 -0.610 -0.232
H -1.272 0.921 -2.881
H -0.573 -1.912 1.577
H 0.848 -1.968 0.580
H 1.197 1.074 0.483


# 11
20
Properties=species:S:1:pos:R:3 method="wB97M-V/def2-TZVPD" energy_ev=-18722.5938 homo_lumo_gap_ev="9.80 / 4.14" charge=+1 de_lowest_kcal_mol=24.6 multiplicity=2 homo_energy_ev="-13.39 / -12.87" lumo_energy_ev="-3.58 / -8.73"
S -0.704 -2.709 1.864
O 0.042 3.803 1.434
N 1.088 0.641 -1.100
C -0.082 -1.111 1.394
C 0.631 -0.648 -1.577
C -0.796 -0.900 -1.055
C -1.013 -0.390 0.351
H 0.079 -0.516 2.294
H -2.045 -0.497 0.676
H 0.290 4.446 2.103
H -0.161 4.309 0.642
H 1.324 -1.428 -1.279
H -1.518 -0.430 -1.718
H -0.984 -1.977 -1.083
H 1.075 1.360 -1.821
H -0.697 0.652 0.417
H 0.892 -1.211 0.911
H 0.525 -0.630 -2.665
H 2.033 0.618 -0.743
H 0.020 -3.383 0.955


# 12
36
Properties=species:S:1:pos:R:3 method="wB97M-V/def2-TZVPD" energy_ev=-48164.9298 smiles="[O-][n+]1nn(Cc2ccccc2)c(C(=S)Nc2ccccc2)c1Cl" homo_lumo_gap_ev=7.80 charge=0 homo_energy_ev=-8.64 lumo_energy_ev=-0.84
Cl 3.734 -0.191 1.542
S -0.161 2.262 1.397
O 2.852 -2.369 3.690
N 1.445 0.928 -0.241
N 0.158 -0.704 2.876
N 2.058 -1.523 3.335
N 0.812 -1.617 3.676
C -2.263 -0.684 0.326
C -1.638 -2.765 1.349
C 2.201 2.746 -3.311
C 1.023 -0.077 1.955
C -1.305 -0.638 2.683
C 1.222 1.701 -1.387
C -2.019 -3.452 0.195
C -2.619 -1.357 -0.865
C 0.769 0.971 0.961
C -1.762 -1.366 1.416
C -2.489 -2.743 -0.950
C 2.214 -0.649 2.262
C 0.969 3.149 -3.777
C -0.155 2.842 -3.041
C -0.022 2.134 -1.867
C 2.337 2.000 -2.134
H -1.214 -3.287 2.224
H -1.140 3.153 -3.368
H -1.838 -4.520 0.175
H -0.897 1.913 -1.307
H 0.888 3.661 -4.717
H -2.421 0.382 0.320
H -3.005 -0.820 -1.733
H 3.077 2.967 -3.889
H -1.655 0.395 2.615
H 3.335 1.825 -1.742
H 2.143 0.182 -0.302
H -1.832 -1.160 3.493
H -2.801 -3.286 -1.858


- Which value of charge does entry 3 give?
  -1